No. 1
The following is a quantum chemistry calculation of a 12-piece molecular cluster, C14H52N12O16 overall in a non-equilibrium geometry, from the OMol25 dataset.

Last column: Mulliken charge in e.
CARTESIAN COORDINATES (ANGSTROEM)
N1 3.5192 -2.6418 -0.6004  -0.063
C1 2.8980 -3.8214 -0.4177  0.504
N2 3.2343 -4.4404 0.7550  -0.283
O1 2.1557 -4.3292 -1.2598  -0.735
H1 3.3152 -2.0911 -1.4304  0.067
H2 4.3571 -2.4338 -0.0799  0.200
H3 3.2127 -5.4401 0.8284  0.222
H4 3.6650 -3.9213 1.4977  0.173
N3 -1.1557 2.7142 -1.6121  0.222
C2 -1.2100 4.0702 -1.5946  0.499
N4 -2.4401 4.5650 -1.3053  -0.313
O2 -0.2570 4.7440 -1.9943  -0.701
H5 -0.2574 2.3589 -1.9182  -0.219
H6 -1.9795 2.1546 -1.7159  0.118
H7 -2.6581 5.5206 -1.5197  0.222
H8 -3.1677 3.9455 -1.0115  0.179
N5 -1.3411 -1.9620 -3.5168  -0.243
C3 -0.2075 -2.4918 -2.9948  0.363
N6 -0.2252 -3.8286 -2.8446  -0.332
O3 0.7776 -1.7830 -2.7418  -0.717
H9 -1.4470 -0.9597 -3.7046  0.175
H10 -2.1452 -2.5448 -3.6481  0.178
H11 0.6079 -4.3004 -2.5207  0.366
H12 -1.1072 -4.2998 -2.8411  0.156
N7 2.7425 3.5883 3.8084  -0.456
C4 2.6600 3.3040 2.4821  0.635
N8 3.8101 2.7817 1.9581  -0.220
O4 1.6325 3.4259 1.8230  -0.580
H13 1.9309 3.6156 4.3958  0.239
H14 3.6228 3.4127 4.2550  0.149
H15 3.9145 2.7665 0.9511  0.132
H16 4.6665 2.8852 2.4721  0.225
N9 0.0741 1.9449 -4.2652  -0.321
C5 -1.1946 1.6470 -4.6680  0.791
N10 -1.7303 2.5849 -5.4940  -0.446
O5 -1.7001 0.5258 -4.5798  -0.766
H17 0.4441 2.8543 -4.4560  0.178
H18 0.6150 1.3099 -3.7041  0.028
H19 -2.5490 2.3863 -6.0349  0.250
H20 -1.1785 3.4006 -5.6697  0.149
N11 -4.3009 1.3833 -0.8835  -0.198
C6 -5.2722 1.4089 0.0655  0.456
N12 -4.9440 1.2048 1.3519  -0.217
O6 -6.4482 1.6419 -0.2568  -0.724
H21 -3.3671 1.1208 -0.6232  0.083
H22 -4.6390 1.5204 -1.8162  0.131
H23 -3.9584 1.1785 1.6181  0.387
H24 -5.6704 1.3955 2.0151  0.240
O7 -2.2439 1.1678 2.0868  -0.623
C7 -1.3283 1.0857 3.2118  0.225
C8 -1.3597 -0.3105 3.7680  -0.737
O8 -0.7582 -1.2565 2.8930  -0.498
H25 -1.8904 1.8981 1.5625  0.233
H26 -0.3475 1.3605 2.8178  -0.223
H27 -1.6483 1.8232 3.9530  0.523
H28 -2.3289 -0.5828 4.1868  0.442
H29 -0.6709 -0.2788 4.6198  0.360
H30 -1.4776 -1.6497 2.3817  0.211
O9 0.8901 0.8019 -1.5005  0.008
C9 1.3104 0.7155 -0.1227  0.801
C10 0.1020 0.2028 0.6827  2.216
O10 -0.1382 -1.1642 0.4031  0.038
H31 0.7029 -0.1205 -1.7442  0.010
H32 2.1668 0.0327 -0.0436  -1.127
H33 1.6711 1.7133 0.1264  0.238
H34 -0.7507 0.8289 0.4446  -0.886
H35 0.4645 0.3338 1.7107  -1.385
H36 0.6888 -1.6459 0.5266  0.016
O11 4.9718 -1.5481 1.6191  -0.611
C11 4.0056 -0.5250 1.9641  0.217
C12 2.8451 -1.2380 2.6364  -0.148
O12 1.8073 -0.2847 2.9163  -0.446
H37 5.7415 -1.4654 2.1859  0.330
H38 4.5149 0.2127 2.5844  0.472
H39 3.7505 -0.0477 1.0185  -0.313
H40 3.2089 -1.6108 3.5978  0.299
H41 2.5476 -2.0795 2.0135  0.106
H42 0.9982 -0.7896 2.7191  0.078
O13 -4.3343 -4.9032 1.4201  -0.553
C13 -4.5432 -3.5104 1.5552  -0.566
C14 -3.5523 -2.6694 0.7764  0.360
O14 -2.2007 -3.0399 1.0471  -0.549
H43 -3.3974 -5.1102 1.5007  0.336
H44 -5.5217 -3.3440 1.0960  0.315
H45 -4.6737 -3.2379 2.6061  0.267
H46 -3.7908 -1.6254 1.0127  -0.050
H47 -3.6773 -2.7502 -0.3075  0.304
H48 -1.6437 -2.3155 0.7243  0.223
O15 3.4091 -1.0616 -2.9969  -0.731
H49 2.4353 -1.1803 -2.9444  0.413
H50 3.5151 -0.1637 -3.3235  0.333
O16 4.4183 2.5162 -0.9330  -0.670
H51 3.9802 1.7585 -1.3395  0.275
H52 4.8273 2.9865 -1.6666  0.290

The structure (SMILES) is NC(N)=O.NC(N)=O.NC(N)=O.NC(N)=O.NC(N)=O.NC(N)=O.OCCO.OCCO.OCCO.OCCO.O.O. The calculation puts the total energy at -2425.7262 Ha. The calculation puts the HOMO energy at -9.490 eV. The net charge is 0. Its orbital gap is 0.35319 Eh. As for the spin multiplicity: 1.

***

No. 2
The following is a quantum chemistry calculation of C5H14OP as an isolated structure in a non-equilibrium geometry, from the OMol25 dataset.

Last column: Löwdin spin population.
CARTESIAN COORDINATES (ANGSTROEM)
C1 2.2395 -1.0528 0.0829  0.041
C2 -0.1040 2.2290 -0.0575  0.004
C3 -2.6013 -0.2302 0.7035  0.845
C4 0.9681 -0.9175 0.9040  0.098
C5 -0.0371 1.0459 -1.0302  0.108
O1 -0.6054 -1.5988 -1.3219  0.151
P1 -0.4444 -0.4625 -0.1834  0.564
H1 2.9724 -1.6644 0.6966  0.011
H2 1.9506 -1.6280 -0.7340  0.003
H3 2.6050 -0.1040 -0.0332  0.001
H4 0.8431 2.3909 0.3384  0.000
H5 -0.5225 2.9935 -0.6414  0.000
H6 -0.7306 1.8552 0.7240  0.003
H7 -3.2099 -1.1666 0.7054  0.037
H8 -2.7540 0.4937 0.0154  0.060
H9 -2.4217 0.1560 1.6892  0.044
H10 0.9490 -0.1999 1.6998  0.000
H11 0.5967 -1.8619 1.2401  0.000
H12 0.9206 0.9424 -1.5221  0.022
H13 -0.6132 1.2307 -1.8879  0.002
H14 -0.0009 -2.4507 -1.3876  0.006

The calculation puts the total energy at -615.0409 Ha. The calculation puts the HOMO energy (spin up / spin down) at -10.638 / -15.787 eV. As for the expectation value of S²: 2.005. The net charge is +1. Its orbital gap (spin up / spin down) is 0.26928 / 0.28681 Eh. As for the spin multiplicity: 3.

***

No. 3
The following is a quantum chemistry calculation of one molecule with the formula C3H8O2SSi in a non-equilibrium geometry, from the OMol25 dataset.

Last column: Löwdin spin population.
CARTESIAN COORDINATES (ANGSTROEM)
C1 0.8181 -1.7210 0.4040  0.158
C2 0.4077 0.7912 -0.7271  0.207
C3 0.2532 2.0880 0.0384  0.038
O1 2.8116 -0.3095 -0.6551  0.596
O2 -0.7685 0.0491 -0.8810  0.067
Si1 -0.9503 -1.5132 -0.3430  0.127
S1 1.6865 -0.1670 0.2999  0.685
H1 0.9113 -2.0226 1.4308  0.007
H2 1.3635 -2.4733 -0.1623  0.027
H3 0.9835 0.7741 -1.8346  0.019
H4 -0.7165 2.6291 -0.1557  0.001
H5 1.1719 2.5931 -0.1063  0.001
H6 0.1947 1.8805 1.1924  0.018
H7 -1.6808 -2.1190 -1.6572  0.031
H8 -1.7707 -1.6215 0.8584  0.016

The calculation puts the total energy at -957.0576 Ha. The calculation puts the HOMO energy (spin up / spin down) at -4.475 / -10.392 eV. As for the expectation value of S²: 2.010. The net charge is 0. Its orbital gap (spin up / spin down) is 0.19163 / 0.28020 Eh. As for the spin multiplicity: 3.

***

No. 4
The following is a quantum chemistry calculation of C16H16F2N2O5S2V as an isolated structure, from the OMol25 dataset.

Last column: Löwdin spin population.
CARTESIAN COORDINATES (ANGSTROEM)
V1 -0.4642 0.2465 0.1572  1.076
F1 -2.4904 -0.3233 5.0809  -0.001
C1 -1.4126 -0.3220 4.2886  -0.001
C2 -1.5715 -0.0729 2.9369  0.003
C3 -0.4411 -0.0735 2.1448  -0.031
C4 0.8383 -0.3093 2.6729  0.002
C5 0.9226 -0.5630 4.0372  -0.001
F2 2.1159 -0.8130 4.6124  -0.001
C6 -0.1816 -0.5738 4.8624  0.006
C7 1.9650 -0.2488 1.7364  0.001
C8 3.3162 -0.3695 2.0545  0.000
C9 4.2643 -0.2034 1.0616  0.001
C10 3.8701 0.0996 -0.2350  0.000
C11 2.5217 0.1972 -0.4903  0.002
N1 1.6040 -0.0055 0.4584  -0.005
H1 -2.5598 0.1083 2.5361  -0.001
H2 -0.0825 -0.7695 5.9201  0.000
H3 3.6143 -0.5747 3.0681  0.000
H4 5.3151 -0.2924 1.3042  0.000
H5 4.5867 0.2642 -1.0258  0.000
H6 2.1460 0.4539 -1.4733  0.001
S1 -0.5373 -2.0719 -0.0779  -0.027
C12 -2.1774 -1.9677 0.2807  -0.002
N2 -3.2950 -1.8455 0.5518  -0.006
C13 0.9962 -1.2259 -3.2255  0.001
C14 0.1140 0.0003 -3.3325  0.001
O1 -1.0488 -0.1705 -2.5268  0.002
C15 -2.1933 0.5252 -3.0517  0.000
C16 -3.4524 -0.0107 -2.4147  0.000
H7 1.8786 -1.1058 -3.8566  0.000
H8 0.4511 -2.1107 -3.5536  0.000
H9 1.3315 -1.4083 -2.2029  0.000
H10 -0.1871 0.1340 -4.3747  0.000
H11 0.6356 0.9187 -3.0382  0.000
H12 -2.2216 0.3439 -4.1303  0.000
H13 -2.0769 1.5968 -2.8887  0.000
H14 -3.5501 -1.0823 -2.5921  0.000
H15 -4.3170 0.4903 -2.8524  0.000
H16 -3.4704 0.1670 -1.3423  0.000
O2 -1.5796 3.8353 0.3932  -0.004
S2 -0.9330 2.7517 -0.2506  0.003
O3 0.2533 2.1711 0.4858  0.011
O4 -1.8286 1.3822 -0.0493  -0.035
O5 -0.6681 2.8278 -1.6591  0.005

The calculation puts the total energy at -3045.1433 Ha. The calculation puts the HOMO energy (spin up / spin down) at -9.347 / -9.348 eV. As for the expectation value of S²: 0.767. The net charge is 0. Its orbital gap (spin up / spin down) is 0.27847 / 0.29558 Eh. As for the spin multiplicity: 2.